Here is a structure of composition C39H50CrGeN9O3 in a non-equilibrium geometry from OMol25. Energies are from ωB97M-V/def2-TZVPD.

Frontier orbital gap (alpha / beta) = 7.2 / 7.2 eV
Multiplicity = 2
Calculated total energy = -145746.2609 eV
F_max = 0.0209 hartree/bohr
LUMO level (alpha / beta) = 0.1 / 0.0 eV
Energy relative to the best compared isomer or geometry (same formula, charge and spin) = 13.73 kcal per mole

Structure (XYZ):
```
103
Properties=species:S:1:pos:R:3:mulliken_charge:R:1
Ge 1.28 -3.71 -1.04 0.88
Cr 0.19 -0.15 -0.01 0.81
O -6.66 -2.94 -0.06 -0.72
O -1.50 3.62 0.77 -0.80
O -0.34 -3.21 1.80 -0.64
N -0.73 -0.92 1.69 1.23
N 1.80 -0.68 1.25 1.79
N -1.16 0.91 -1.49 0.93
N 3.06 2.31 -2.57 0.23
N -2.10 -1.85 -0.86 0.58
N -0.63 1.48 0.97 1.22
N 1.58 1.34 -0.98 0.95
N 1.73 0.52 -3.14 0.41
N -5.96 -1.44 1.45 0.27
C -1.47 0.55 -2.73 0.02
C -0.63 0.02 2.75 -0.09
C -8.26 -0.51 1.48 -1.10
C -5.74 -2.24 0.37 0.59
C -0.63 1.36 2.37 -0.93
C 3.24 3.08 -0.29 -0.50
C -0.24 -4.95 -1.12 -1.36
C -2.23 -2.47 -2.02 -0.53
C -1.19 2.51 0.34 -0.98
C -0.59 -0.32 4.10 -0.21
C -5.03 -0.51 2.10 -0.98
C 2.56 -4.33 0.31 -1.35
C 3.88 0.80 -4.27 -0.71
C -4.53 -2.91 -1.64 -1.00
C -3.18 -1.77 -0.06 0.12
C 2.57 0.03 -4.24 -0.45
C -3.43 -3.02 -2.46 -1.58
C -2.13 1.38 -3.62 -1.28
C 2.35 -2.19 3.02 -0.66
C 2.23 -4.13 -2.74 -1.55
C 3.05 -0.22 1.27 -0.44
C -7.28 -1.52 2.07 -0.77
C 1.86 2.49 -0.10 -1.57
C -2.13 3.05 -1.92 -0.70
C 3.63 -1.66 3.08 -0.74
C 1.48 -1.67 2.10 0.89
C 3.40 3.46 -1.74 -0.72
C 3.58 2.25 -3.93 -0.72
C -0.61 2.02 4.68 -0.81
C 2.14 1.38 -2.17 -0.21
C -1.49 2.15 -1.10 0.81
C 1.02 -1.76 -1.18 -0.67
C 3.99 -0.67 2.18 -1.13
C -0.56 0.69 5.07 -0.91
C 0.02 -2.06 1.89 -1.75
C -2.46 2.66 -3.21 -0.70
C -4.22 -1.17 3.21 -0.81
C -4.43 -2.27 -0.41 0.20
C -0.64 2.37 3.33 -0.42
H 4.35 -2.02 3.81 0.46
H 2.03 0.18 -5.18 0.41
H -7.89 0.51 1.59 0.29
H -0.60 -1.37 4.39 0.51
H 2.75 -1.04 -4.12 0.13
H 4.43 3.74 -1.96 0.48
H -0.92 -4.84 -0.27 0.32
H -2.36 4.03 -1.52 0.61
H 0.18 -5.96 -1.11 0.52
H -5.49 -3.32 -1.93 0.48
H -0.66 3.40 3.02 0.49
H 4.01 2.36 -0.01 0.21
H 2.46 -5.21 -2.75 0.43
H 1.72 2.17 0.93 0.35
H -7.15 -1.34 3.14 0.32
H 3.36 3.97 0.34 0.45
H 3.30 -3.56 0.56 0.34
H 2.05 -4.63 1.23 0.32
H -2.98 3.34 -3.88 0.45
H 4.35 0.71 -5.25 0.44
H -2.96 -1.29 0.88 -0.18
H 3.18 -3.59 -2.82 0.34
H -3.62 -2.00 2.83 0.17
H 2.03 -2.99 3.67 0.53
H 1.12 -0.18 -2.75 -0.68
H 2.07 -1.48 -1.38 0.60
H -7.66 -2.53 1.94 0.45
H -4.89 -1.56 3.98 0.53
H -0.53 0.42 6.12 0.45
H -2.36 1.03 -4.61 0.53
H -4.40 -0.02 1.37 0.57
H 4.49 2.85 -3.97 0.41
H -1.20 -0.45 -3.03 0.34
H -3.48 -3.53 -3.41 0.51
H 4.56 0.40 -3.52 0.28
H -3.55 -0.44 3.67 0.17
H -8.40 -0.72 0.42 0.28
H 3.29 0.53 0.53 0.16
H -9.23 -0.58 1.98 0.39
H -1.34 -2.56 -2.63 0.84
H 1.62 -3.90 -3.62 0.39
H 4.98 -0.24 2.18 0.52
H -0.60 2.79 5.44 0.40
H -5.65 0.28 2.53 0.34
H 1.11 3.28 -0.27 0.35
H 3.08 -5.19 -0.10 0.52
H 0.54 -1.77 -2.18 0.42
H -0.80 -4.82 -2.05 0.38
H 2.87 2.66 -4.65 0.24
H 2.76 4.31 -1.98 0.30
```

Here is a cluster of 12 separate species, C48H96O24S4 in total in a non-equilibrium geometry from OMol25. Energies are from ωB97M-V/def2-TZVPD.

Frontier orbital gap = 9.7 eV
Calculated total energy = -143812.1883 eV
F_max = 0.0735 hartree/bohr
LUMO level = 0.3 eV
Energy relative to the best compared isomer or geometry (same formula, charge and spin) = 0.00 kcal per mole

Structure (XYZ):
```
172
Properties=species:S:1:pos:R:3:mulliken_charge:R:1
S -1.49 0.59 0.03 1.08
S 1.21 -2.44 -4.17 1.17
S -3.27 -3.47 -2.52 1.03
S -4.82 2.04 -2.35 0.96
O -3.57 4.71 -0.79 -0.23
O -3.87 6.36 -2.15 -0.64
O -5.69 3.15 -2.74 -0.83
O -4.91 1.65 -0.92 -0.50
O 5.74 -0.62 -3.83 -0.57
O -6.47 1.00 2.39 -0.43
O -4.44 1.72 3.02 -0.53
O 3.03 3.32 3.03 -0.38
O 1.92 -5.74 7.72 -0.59
O 3.85 -0.12 0.84 -0.14
O 1.95 -1.47 -3.38 -0.54
O 6.30 1.45 -3.17 -0.38
O 1.97 -1.17 5.79 0.05
O 0.29 2.11 -4.34 -0.37
O 0.54 -4.30 6.69 -0.23
O 2.35 0.52 7.26 -0.60
O -2.51 -2.58 -3.38 -0.44
O 2.07 3.37 -4.83 -0.46
O 1.29 1.87 2.99 -0.42
O -2.57 0.03 -0.74 -0.66
O 0.62 -3.60 -3.55 -0.85
O 4.71 -2.00 -0.25 -0.49
O -4.03 -4.44 -3.23 -0.78
O -1.09 1.94 -0.36 -0.61
C -5.83 5.81 -0.93 -1.02
C 3.62 -2.72 5.02 -0.87
C 4.73 -0.94 0.65 0.59
C 1.35 -4.67 7.67 0.71
C -3.15 2.28 -2.87 -0.12
C -2.78 1.14 -3.76 0.19
C -5.11 0.57 -3.40 -0.31
C 2.45 2.41 -5.87 0.72
C 0.35 -5.24 5.61 -0.68
C -3.31 4.89 1.78 -1.58
C 2.45 -2.87 -5.53 -0.92
C -5.62 1.77 3.11 0.64
C 1.62 3.48 1.23 -0.54
C 6.02 -1.02 1.54 -1.06
C 1.64 0.00 6.44 0.70
C 3.40 -1.57 5.97 -0.25
C -5.72 0.13 1.48 1.32
C 1.06 -0.96 -6.35 0.26
C -4.06 0.66 -4.45 -1.23
C 1.00 3.03 -4.05 0.58
C -4.20 -3.56 -0.06 -0.20
C 4.56 1.65 3.56 -0.82
C 3.84 2.73 -6.41 -1.40
C 0.10 -1.54 -5.27 -0.34
C 0.27 0.43 6.02 -0.79
C -2.21 -4.25 -1.36 -0.18
C -1.66 -0.95 2.04 -0.33
C 0.90 3.85 -2.85 -0.17
C -4.39 5.64 -1.33 0.86
C -0.54 -1.63 1.17 -0.85
C 5.64 1.28 -1.89 -0.45
C -4.27 -2.63 -1.31 0.97
C -0.14 -0.64 0.03 -0.04
C 3.65 2.70 4.15 -0.09
C -6.68 -0.61 0.61 -1.12
C 6.23 0.46 -4.07 0.87
C 1.98 -2.10 -6.77 -0.85
C 1.46 -3.61 8.73 -0.79
C -3.79 4.11 0.59 1.07
C -6.27 2.73 4.11 -1.11
C 4.17 1.57 -1.92 -0.17
C 1.92 2.77 2.47 0.65
C 3.51 -3.89 -0.93 -1.62
C -1.75 0.48 1.74 0.51
C 3.37 -2.41 -0.78 1.46
C -0.15 -4.28 4.42 -0.70
C 6.89 0.87 -5.34 -0.94
C -3.18 -4.68 -0.27 -0.82
H 4.04 1.90 -7.08 0.39
H -1.20 -4.07 4.47 0.39
H -0.64 -2.24 -5.63 0.62
H 1.53 -0.12 -5.92 -0.57
H -2.35 5.36 1.58 0.38
H -6.11 -0.85 -0.29 -0.01
H 6.27 1.93 -1.25 0.23
H -0.47 -5.87 5.92 0.40
H 1.09 -2.65 8.36 0.12
H -2.67 -4.81 0.70 0.42
H 3.85 3.73 -6.91 0.33
H 0.37 1.07 5.16 0.03
H 2.93 2.24 4.81 0.01
H 2.53 3.60 0.60 0.25
H -0.12 -1.02 -1.02 -0.22
H 1.67 2.39 -6.61 0.42
H -0.11 0.85 6.95 0.40
H 3.44 -1.78 7.05 0.32
H -7.38 2.81 4.01 0.30
H -7.05 -1.50 1.18 0.33
H 3.38 -2.52 -5.15 0.31
H -2.60 -1.40 1.69 -0.98
H -5.15 -0.57 2.11 0.26
H -1.48 -3.60 -0.99 -0.18
H -4.83 3.95 0.74 0.43
H 2.34 -3.92 -5.67 0.50
H 2.44 1.45 -5.35 -0.57
H 4.64 -3.00 4.86 0.46
H 0.47 -0.57 -7.19 0.58
H -2.47 0.31 -3.15 -0.55
H -3.98 -0.34 -4.91 0.39
H -6.22 4.79 -0.97 0.25
H -0.84 -2.63 0.79 0.23
H -1.54 -1.23 3.06 0.97
H 3.15 -2.52 4.07 0.08
H 6.07 1.00 -6.02 0.07
H 3.79 1.52 -0.94 0.01
H 7.47 1.78 -5.11 0.28
H 5.67 -1.37 2.52 0.20
H 0.81 3.09 0.61 -0.29
H 3.94 0.80 3.29 0.02
H 2.58 -4.37 -1.19 0.30
H -5.95 2.54 5.12 0.34
H 2.79 -1.77 -7.36 0.49
H -2.06 1.48 -4.41 0.77
H 1.20 -5.83 5.36 0.39
H 1.50 -2.81 -7.42 0.33
H -3.78 -1.65 -1.12 -1.11
H -6.16 0.45 -3.62 0.63
H -3.13 3.20 -3.47 0.80
H 5.20 1.94 2.72 0.28
H -5.20 -3.89 0.24 0.38
H 3.34 -1.92 -1.75 -0.15
H 0.04 3.55 -2.29 -0.18
H -3.33 3.17 0.57 -0.78
H 3.97 -4.28 -0.05 0.47
H 4.58 2.80 -5.69 0.30
H 0.95 -3.95 9.69 0.28
H -3.89 -2.89 0.80 -0.22
H 6.39 0.00 1.52 0.28
H 3.59 0.83 -2.53 -0.24
H 2.53 -3.41 9.08 0.29
H 2.64 -2.03 0.00 -0.35
H 5.73 0.26 -1.52 0.33
H -7.49 0.07 0.30 0.34
H 5.10 1.15 4.35 0.54
H 4.21 -4.09 -1.75 0.36
H -5.28 -2.28 -1.69 0.69
H 1.22 4.41 1.57 0.48
H -4.80 -0.25 -2.68 -0.28
H 0.51 -3.44 4.29 0.09
H -3.75 -5.66 -0.49 0.24
H -5.07 0.79 0.88 -0.58
H -1.02 1.10 2.22 0.49
H 7.49 0.02 -5.68 0.37
H -1.78 -5.10 -1.94 0.55
H 0.30 -1.89 1.72 0.54
H -2.51 2.59 -2.00 -0.59
H -0.04 -4.89 3.47 0.36
H 4.19 3.54 4.76 0.26
H -5.85 3.81 3.94 0.22
H 4.00 2.49 -2.47 0.47
H 3.97 -0.66 5.90 0.38
H -5.92 6.16 0.08 0.30
H 6.69 -1.79 1.20 0.31
H 1.78 3.63 -2.25 -0.05
H 0.82 -0.14 0.19 0.28
H -4.02 5.62 1.97 0.42
H -6.33 6.54 -1.52 0.30
H 3.13 -3.63 5.48 -0.05
H -4.36 1.36 -5.19 0.46
H 0.87 4.93 -3.02 0.42
H -2.76 0.86 2.02 -0.55
H -3.26 4.14 2.63 0.28
H -0.40 -0.82 -4.59 -0.23
H -0.36 -0.47 5.76 0.14
```

Here is a structure of composition C56H53BrI2N8O3PRb from OMol25. Energies are from ωB97M-V/def2-TZVPD.

Frontier orbital gap = 4.6 eV
Charge = -2
Calculated total energy = -173189.5530 eV
F_max = 0.0115 hartree/bohr
LUMO level = 3.4 eV
Energy relative to the best compared isomer or geometry (same formula, charge and spin) = 0.00 kcal per mole

Structure (XYZ):
```
125
Properties=species:S:1:pos:R:3:mulliken_charge:R:1
I 5.45 -3.39 4.65 -0.52
I 3.17 -2.11 3.46 0.17
Rb 1.26 -1.22 -0.08 1.36
Br -4.25 -1.90 6.17 -0.27
P -0.29 2.30 0.57 0.72
O 1.45 -0.94 2.66 -0.45
O 0.44 1.37 -0.34 -0.91
O 0.38 -1.83 2.32 0.48
N 0.17 -1.26 -2.64 -0.52
N -0.63 -3.21 -0.76 0.06
N 2.07 -3.87 -0.39 -0.24
N 2.07 -0.20 -3.68 -0.56
N 0.20 -5.06 0.55 -0.45
N 4.35 -3.37 -0.99 -0.65
N -2.11 -1.85 -2.10 -0.29
N 2.89 -1.84 -2.12 -0.18
C -1.79 4.80 0.07 -1.69
C -1.48 0.10 -3.46 -0.10
C -1.53 1.43 1.60 0.94
C -1.84 -2.86 -1.30 -0.51
C 2.18 3.55 1.20 -1.25
C -0.19 1.72 -4.74 0.19
C -1.65 -2.72 3.04 -0.42
C 5.11 -0.18 -4.54 0.28
C 2.53 -5.60 1.08 -0.22
C -2.83 -5.85 0.48 0.00
C 0.76 -0.32 -3.39 -0.38
C -2.08 0.17 0.89 0.31
C -2.73 -2.74 3.89 -0.31
C -4.89 -4.99 -0.47 -0.72
C 3.02 -0.93 -3.13 -0.42
C 0.52 3.57 3.11 -0.95
C 2.01 5.06 1.05 0.10
C -0.61 -1.01 4.38 -0.53
C 0.35 5.08 2.95 -0.31
C 6.44 -2.09 -2.95 -0.17
C -2.85 -3.83 -0.86 0.09
C -3.87 2.48 1.31 0.16
C -0.76 -4.35 -0.10 -0.41
C 3.75 -5.10 0.63 -0.03
C 1.49 -4.80 0.39 -0.01
C -0.59 -1.84 3.26 -0.32
C -2.67 0.77 -3.77 0.48
C 3.67 -7.15 2.47 -0.59
C -2.14 5.21 -2.43 -0.14
C 5.09 -1.85 -2.79 -0.18
C -1.37 2.37 -5.06 -0.57
C -2.17 -4.78 -0.10 0.00
C 3.41 -4.01 -0.32 0.07
C -2.75 -1.89 4.99 -0.25
C -3.23 0.47 -0.06 0.88
C -4.22 -3.93 -1.05 0.06
C -4.37 1.17 0.68 -1.61
C 0.95 2.87 1.82 0.72
C 4.89 -6.64 2.03 -0.64
C 4.94 -5.61 1.10 0.02
C 7.13 -1.36 -3.91 -0.51
C -1.10 3.56 -0.50 1.54
C -1.16 -1.07 -2.66 0.05
C -2.60 1.90 -4.57 -0.93
C -4.20 -5.95 0.29 -0.77
C -0.11 3.96 -1.62 -0.20
C 6.47 -0.42 -4.70 -0.73
C -1.69 -1.03 5.24 -0.53
C -0.25 0.58 -3.94 0.09
C 4.42 -0.90 -3.57 -0.21
C -2.67 2.24 2.24 -1.69
C 1.62 5.71 2.38 -1.27
C 4.06 -2.41 -1.89 0.11
C -0.61 5.19 -2.38 -1.04
C -2.72 5.39 -1.01 -1.26
C 2.47 -6.63 2.00 0.07
H -2.48 4.26 -2.85 -0.19
H 0.24 -0.36 4.56 0.60
H -4.75 -3.19 -1.65 0.54
H 8.19 -1.53 -4.06 0.38
H 2.94 5.49 0.68 0.38
H -1.88 2.94 -0.95 -0.28
H 3.67 -7.95 3.20 0.38
H 2.44 5.59 3.09 0.41
H -2.36 4.59 0.97 0.25
H 3.03 3.36 1.85 0.64
H -5.20 1.38 0.01 0.54
H -5.96 -5.09 -0.60 0.38
H 6.94 -2.83 -2.33 0.54
H 2.41 3.08 0.24 0.24
H 5.82 -7.04 2.43 0.38
H 4.58 0.55 -5.15 0.54
H -0.90 1.06 2.42 0.33
H -4.74 0.51 1.47 0.37
H 7.03 0.13 -5.45 0.35
H 1.25 5.28 0.30 -0.24
H -2.28 -6.59 1.06 0.54
H -4.75 -6.77 0.73 0.41
H 1.26 1.85 2.10 -0.04
H -1.26 -0.32 0.37 -0.74
H -3.03 1.68 3.11 0.41
H -3.58 -0.47 -0.50 0.41
H -2.89 1.08 -0.90 -0.74
H -3.70 4.92 -0.95 0.29
H -0.20 5.18 -3.40 0.54
H -2.44 -0.51 1.67 0.07
H -2.31 3.20 2.62 0.51
H -0.26 6.11 -1.90 0.34
H -3.56 -3.41 3.70 0.55
H -3.51 2.43 -4.82 0.38
H -0.39 3.12 3.51 0.23
H -0.49 5.29 2.30 0.01
H -3.59 3.16 0.50 -0.51
H -1.71 -0.39 6.11 0.44
H -4.67 2.96 1.87 0.44
H 0.12 5.52 3.93 0.44
H -1.35 3.26 -5.68 0.39
H 0.76 2.08 -5.11 0.49
H 1.52 -7.01 2.34 0.52
H 0.88 4.15 -1.21 0.24
H 1.30 3.39 3.85 0.66
H -2.87 6.46 -0.81 0.46
H -3.61 0.39 -3.39 0.50
H 1.47 6.79 2.24 0.50
H -1.61 -3.37 2.17 0.37
H -1.04 5.55 0.34 0.92
H 0.00 3.11 -2.30 -0.63
H 5.88 -5.19 0.76 0.51
H -2.51 6.00 -3.09 0.57
```

Here is an isolated molecule of CH2N4OS in a non-equilibrium geometry from OMol25. Energies are from ωB97M-V/def2-TZVPD.

Frontier orbital gap = 10.1 eV
Calculated total energy = -19909.3649 eV
F_max = 0.0501 hartree/bohr
LUMO level = 0.3 eV
Energy relative to the best compared isomer or geometry (same formula, charge and spin) = 13.16 kcal per mole

Structure (XYZ):
```
9
Properties=species:S:1:pos:R:3:nbo_charge:R:1
S -0.73 1.36 1.20 0.24
O 0.66 -1.29 -1.10 -0.30
N 0.01 -0.41 -1.94 0.11
N 1.02 -1.46 1.17 -0.72
N -0.17 0.31 -0.02 -0.44
N -0.54 0.52 -1.31 0.00
C 0.50 -0.87 0.17 0.62
H 0.81 -1.02 2.03 0.36
H 0.45 2.07 1.26 0.13
```

Here is an isolated molecule of CH5F3N3OPS2 in a non-equilibrium geometry from OMol25. Energies are from ωB97M-V/def2-TZVPD.

Frontier orbital gap = 10.1 eV
Calculated total energy = -46748.3958 eV
F_max = 0.0585 hartree/bohr
LUMO level = 0.5 eV
Energy relative to the best compared isomer or geometry (same formula, charge and spin) = 0.00 kcal per mole

Structure (XYZ):
```
16
Properties=species:S:1:pos:R:3:nbo_charge:R:1
S -0.86 1.48 -0.23 1.41
S -2.64 -1.47 0.33 -0.52
P -0.73 -1.36 0.25 1.72
F 1.71 1.97 -0.91 -0.30
F 0.35 3.63 -1.09 -0.32
F 1.10 2.92 0.93 -0.33
O -0.89 0.92 -1.57 -0.96
N 0.06 -2.15 1.43 -1.21
N 0.14 -1.68 -1.15 -1.15
N 0.01 0.30 0.63 -1.13
C 0.69 2.55 -0.33 0.77
H 1.09 -2.18 1.51 0.42
H -0.40 -1.20 -1.82 0.40
H -0.25 0.30 1.56 0.39
H -0.31 -3.05 1.55 0.41
H 0.94 -0.98 -1.09 0.40
```

Here is a cluster of 2 separate species, C22H31Cl2Si in total in a non-equilibrium geometry from OMol25. Energies are from ωB97M-V/def2-TZVPD.

Frontier orbital gap = 5.4 eV
Charge = +1
Calculated total energy = -56230.8414 eV
F_max = 0.0603 hartree/bohr
LUMO level = -5.3 eV
Energy relative to the best compared isomer or geometry (same formula, charge and spin) = 19.38 kcal per mole

Structure (XYZ):
```
56
Properties=species:S:1:pos:R:3:nbo_charge:R:1
Cl 0.31 1.64 6.91 0.04
Cl -3.73 -6.11 0.54 0.04
Si 1.13 1.34 -2.28 2.07
C -1.41 0.27 5.36 -0.20
C -0.27 1.09 5.41 -0.08
C -2.81 -4.75 1.00 -0.06
C 2.74 0.71 0.36 -0.60
C -1.55 -2.31 1.66 -0.02
C 0.57 0.37 -4.66 -0.62
C 1.26 3.95 -2.22 -0.62
C -0.91 -0.18 3.09 -0.03
C 0.10 2.94 -2.41 -0.78
C -2.82 -4.27 2.32 -0.21
C 3.54 -0.08 -1.81 -0.62
C -1.78 -0.36 4.17 -0.21
C -1.12 -0.85 1.76 -0.44
C -0.80 -1.02 -3.07 -0.60
C 2.72 1.06 -1.14 -0.73
C -2.05 -3.13 2.69 -0.21
C 0.53 -0.28 -3.26 -0.72
C 0.50 1.39 4.26 -0.23
C 0.19 0.71 3.07 -0.16
C -1.01 3.15 -1.34 -0.61
C -1.47 -2.83 0.34 -0.20
C -2.04 -4.07 0.01 -0.22
H 1.51 3.98 -1.16 0.22
H 0.63 -0.35 -5.47 0.26
H -1.55 4.11 -1.47 0.25
H -0.33 0.99 -4.82 0.23
H 1.33 2.11 4.26 0.23
H -0.14 -0.74 1.25 0.20
H -0.79 -1.52 -2.10 0.22
H -1.74 2.33 -1.35 0.23
H 2.17 3.58 -2.71 0.20
H 3.81 0.63 0.62 0.24
H -1.68 -0.37 -3.18 0.22
H -1.87 -0.19 1.37 0.23
H -0.86 -1.79 -3.85 0.23
H 2.26 -0.27 0.58 0.23
H -0.39 3.08 -3.40 0.27
H 0.80 0.82 2.13 0.19
H 3.25 2.01 -1.31 0.24
H 1.32 -1.07 -3.18 0.25
H -3.42 -4.78 3.06 0.24
H -0.59 3.19 -0.32 0.22
H -1.94 -2.86 3.75 0.23
H 4.56 -0.12 -1.40 0.24
H 3.60 -0.02 -2.92 0.21
H -1.97 -4.47 -1.01 0.23
H 1.45 1.04 -4.70 0.19
H 3.08 -1.05 -1.57 0.22
H -2.68 -1.00 4.02 0.23
H 2.30 1.51 0.95 0.22
H -0.99 -2.22 -0.44 0.19
H -2.03 0.10 6.20 0.23
H 1.09 4.96 -2.61 0.26
```